[1]
A structure of composition BrCuMg. Source: OMol25; level of theory: ωB97M-V/def2-TZVPD.

Last column: Mulliken charge in e.
Cartesian coordinates (Å):
Cu 0.0346 -0.3765 -2.5686  0.892
Mg 0.4285 0.2871 2.3638  1.266
Br -0.4631 0.0894 0.2048  -0.158

Gap between HOMO and LUMO   8.0 eV
Net charge   +2
LUMO level   -11.61 eV


[2]
A structure of composition C39H39CrGeIO2P2. Source: OMol25; level of theory: ωB97M-V/def2-TZVPD.

Last column: Mulliken charge in e.
Cartesian coordinates (Å):
Cr 0.0969 -0.1414 0.0482  -0.029
I 1.2952 2.2628 0.4776  0.172
C 1.1389 2.7048 -1.5459  0.718
C 1.5194 3.9305 -2.0005  -0.666
C 1.4165 4.2110 -3.3817  -0.624
C 0.9524 3.2564 -4.2356  -0.909
C 0.5724 1.9742 -3.7634  0.803
C 0.1333 0.9716 -4.6633  -0.888
C -0.1755 -0.2743 -4.2090  -1.385
C -0.0965 -0.5607 -2.8261  -0.494
C 0.2809 0.3724 -1.8858  0.163
C 0.6515 1.6691 -2.3802  0.613
H 1.9000 4.6827 -1.3227  0.423
H 1.7163 5.1828 -3.7503  0.400
H 0.8777 3.4610 -5.2969  0.404
H 0.0684 1.2109 -5.7184  0.389
H -0.4862 -1.0460 -4.9036  0.489
H -0.3185 -1.5677 -2.4986  0.632
O -1.1572 -1.7273 -0.3044  0.628
P -2.3420 -2.5134 0.1899  0.352
C -2.9744 -1.7653 1.7186  -1.750
P -2.6985 0.0332 1.6997  1.556
O -1.2482 0.3632 1.4028  -0.209
C -3.1831 0.6417 3.3018  0.442
C -3.9452 1.8012 3.4352  -0.591
C -4.2226 2.3022 4.6982  -0.781
C -3.7341 1.6559 5.8238  -0.504
C -2.9600 0.5092 5.6961  -0.754
C -2.6800 0.0030 4.4390  -0.506
C -3.7901 0.6614 0.4391  0.142
C -5.1764 0.5551 0.5751  -0.407
C -6.0013 0.9568 -0.4598  -0.840
C -5.4472 1.4580 -1.6331  -0.588
C -4.0724 1.5672 -1.7706  -0.635
C -3.2396 1.1735 -0.7329  -0.274
C -3.6868 -2.5249 -0.9931  1.228
C -5.0095 -2.7706 -0.6266  -0.551
C -6.0005 -2.8311 -1.5933  -0.766
C -5.6760 -2.6441 -2.9298  -0.565
C -4.3615 -2.4007 -3.3009  -0.876
C -3.3666 -2.3433 -2.3378  -0.389
C -1.8884 -4.2018 0.5347  0.840
C -2.7661 -5.0647 1.1902  -0.601
C -2.3885 -6.3742 1.4330  -0.687
C -1.1402 -6.8224 1.0165  -0.621
C -0.2695 -5.9666 0.3588  -0.670
C -0.6389 -4.6510 0.1180  -0.407
H -2.4475 -2.2088 2.5637  0.994
H -4.0434 -1.9430 1.8488  0.756
H -4.3195 2.3152 2.5593  0.428
H -4.8159 3.2005 4.8024  0.429
H -3.9517 2.0503 6.8077  0.403
H -2.5719 0.0147 6.5764  0.448
H -2.0582 -0.8808 4.3497  0.184
H -5.6124 0.1571 1.4856  0.509
H -7.0755 0.8778 -0.3569  0.447
H -6.0952 1.7687 -2.4425  0.437
H -3.6427 1.9566 -2.6841  0.546
H -2.1661 1.2576 -0.8493  0.187
H -5.2857 -2.9239 0.4101  0.299
H -7.0255 -3.0203 -1.3029  0.447
H -6.4514 -2.6886 -3.6834  0.429
H -4.1095 -2.2531 -4.3427  0.470
H -2.3450 -2.1362 -2.6258  0.096
H -3.7453 -4.7237 1.5096  0.331
H -3.0645 -7.0467 1.9436  0.436
H -0.8479 -7.8469 1.2058  0.400
H 0.7003 -6.3215 0.0362  0.457
H 0.0365 -3.9694 -0.3836  0.172
C 3.6661 -2.4645 2.5323  -1.257
Ge 2.0105 -1.5085 2.1755  0.753
C 2.0021 0.1417 3.2310  -1.175
C 0.5262 -2.5545 2.9113  -0.638
C 1.7580 -1.1587 0.2521  -1.082
H 3.7324 -2.6732 3.6012  0.375
H 4.5326 -1.8712 2.2395  0.369
H 3.6991 -3.4099 1.9899  0.356
H 2.1796 -0.1154 4.2775  0.414
H 1.0327 0.6426 3.1704  0.238
H 2.7843 0.8372 2.9230  0.329
H 0.6464 -2.6144 3.9951  0.548
H 0.4719 -3.5671 2.5117  0.306
H -0.4098 -2.0399 2.7001  -0.295
H 1.6903 -2.1088 -0.2874  0.345
H 2.6365 -0.6123 -0.0990  0.682

Gap between HOMO and LUMO (spin up / spin down)   7.8 / 7.9 eV
Net charge   +1
LUMO level (spin up / spin down)   -2.33 / -2.31 eV
Spin multiplicity   2
⟨S²⟩   0.77


[3]
The molecule C6H9N3. Source: OMol25; level of theory: ωB97M-V/def2-TZVPD.

Last column: Mulliken charge in e.
Cartesian coordinates (Å):
C 2.7006 -0.7106 1.9476  -0.307
C -0.7077 0.2389 0.7509  -0.187
C -1.5970 -0.4244 -0.4227  -0.024
C -1.8470 0.8769 -1.3012  -0.605
C -0.3376 0.2993 -1.5648  -0.270
C 0.1179 0.8953 -0.1498  -0.838
H 3.3412 -0.2868 2.6309  0.326
H 2.3522 -1.8956 1.7749  0.263
H -0.9523 0.4179 1.8265  0.453
H -2.5874 -0.9081 0.1047  0.253
H -2.6209 0.4397 -2.0973  0.212
H -2.0784 1.8438 -0.8388  0.306
H 0.0981 0.3539 -2.5446  0.488
H -1.5950 -0.9940 -2.0803  0.331
H 0.4929 1.7500 0.0643  0.738
N 1.9189 0.1908 1.5540  -0.499
N 0.7801 -0.2822 0.5554  -0.123
N -0.7599 -1.0191 -1.3094  -0.518

Gap between HOMO and LUMO   9.6 eV
Net charge   0
LUMO level   1.00 eV


[4]
A cluster of 5 separate species, C3H14O4 in total. Source: OMol25; level of theory: ωB97M-V/def2-TZVPD.

Last column: Mulliken charge in e.
Cartesian coordinates (Å):
C -2.0003 -0.8396 -0.1913  -0.640
C -2.1871 0.3588 -0.7370  0.029
C -1.2211 1.5136 -0.5345  -0.733
H -2.6798 -1.5557 0.2773  0.307
H -0.8852 -1.0935 -0.1274  0.039
H -3.1006 0.4385 -1.3867  0.298
H -0.4752 1.3355 0.2151  0.075
H -0.7535 1.6559 -1.4182  0.357
H -1.8166 2.2944 -0.0318  0.329
O 0.5361 -0.9462 -2.6698  -0.638
H -0.3287 -1.2466 -2.3551  0.311
H 1.1669 -1.4240 -2.1160  0.322
O 2.6380 1.5813 0.6622  -0.630
H 1.9139 0.9961 0.9443  0.291
H 2.2858 1.9483 -0.1561  0.329
O 2.1314 -2.1379 0.4231  -0.631
H 1.4167 -1.8704 1.0578  0.291
H 2.4148 -1.3222 -0.1063  0.335
O 0.5221 0.2856 2.5617  -0.623
H 0.4982 0.3738 3.5316  0.281
H -0.0760 -0.3456 2.1571  0.299

Gap between HOMO and LUMO   9.8 eV
SMILES string   C=CC.O.O.O.O
Net charge   0
LUMO level   0.24 eV


Number 1: strongest force on any atom 0.31 eV/Å. Number 2: strongest force on any atom 0.46 eV/Å. Number 3: strongest force on any atom 10.66 eV/Å. Number 4: strongest force on any atom 3.63 eV/Å.